# C30H25IrNPSe2

A structure of composition C30H25IrNPSe2 (the ωB97M-V functional and the def2-TZVPD basis, OMol25).

For the HOMO energy, the calculation gives -7.343 eV. The energy above the lowest of the compared OMol25 structures with the same formula, charge and spin comes out at 0.00 kJ/mol. As for the multiplicity: 1. Its total charge is 0. The LUMO energy is 0.015 hartree. The calculation puts the electronic energy at -175827.9146 eV. For the HOMO-LUMO gap, the calculation gives 7.764 eV.

The geometry in XYZ format:
```
60
C30H25IrNPSe2 the ωB97M-V functional and the def2-TZVPD basis
Ir 0.90 -1.51 1.77
C 1.20 -3.09 3.31
C 0.95 -1.86 3.96
C 1.97 -0.92 3.56
C 2.87 -1.60 2.69
C 2.38 -2.92 2.49
H 0.59 -3.97 3.36
H 0.10 -1.65 4.59
H 2.07 0.10 3.91
H 3.74 -1.17 2.23
H 2.85 -3.68 1.89
Se -1.23 -0.12 1.83
P -1.78 -1.30 0.09
Se -0.51 -3.04 0.23
C -3.54 -1.75 0.10
C -4.50 -0.82 -0.30
C -5.85 -1.15 -0.24
C -6.24 -2.40 0.21
C -5.29 -3.33 0.60
C -3.94 -3.01 0.55
C -1.61 -0.37 -1.44
C -1.46 1.01 -1.45
C -1.45 1.70 -2.66
C -1.59 1.01 -3.85
C -1.72 -0.38 -3.85
C -1.72 -1.06 -2.64
H -4.19 0.15 -0.66
H -6.59 -0.42 -0.55
H -7.29 -2.65 0.25
H -5.60 -4.31 0.94
H -3.19 -3.72 0.87
H -1.33 1.55 -0.52
H -1.32 2.77 -2.67
H -1.58 1.54 -4.79
H -1.81 -0.92 -4.78
H -1.81 -2.15 -2.63
N 1.35 -0.58 0.03
C 1.80 0.60 -0.07
C 2.23 1.45 1.09
C 1.36 2.30 1.78
C 1.81 3.02 2.87
C 3.13 2.93 3.29
C 4.02 2.12 2.58
C 3.57 1.40 1.49
C 2.00 1.19 -1.44
C 1.82 0.38 -2.56
C 1.98 0.90 -3.83
C 2.31 2.24 -4.01
C 2.49 3.05 -2.90
C 2.35 2.53 -1.62
H 0.33 2.36 1.46
H 1.12 3.66 3.41
H 3.48 3.50 4.14
H 5.06 2.07 2.88
H 4.26 0.78 0.92
H 1.55 -0.65 -2.40
H 1.84 0.26 -4.69
H 2.43 2.64 -5.01
H 2.75 4.09 -3.03
H 2.50 3.18 -0.77
```



# C30H25LiN3OSi

A structure of composition C30H25LiN3OSi (the ωB97M-V functional and the def2-TZVPD basis, OMol25).

For the HOMO energy, the calculation gives -3.869 eV. The energy above the lowest of the compared OMol25 structures with the same formula, charge and spin comes out at 38.23 kJ/mol. As for the multiplicity: 1. Its total charge is -1. The LUMO energy is 0.091 hartree. The calculation puts the electronic energy at -46117.3961 eV. For the HOMO-LUMO gap, the calculation gives 6.347 eV.

The geometry in XYZ format:
```
61
C30H25LiN3OSi the ωB97M-V functional and the def2-TZVPD basis
Li 0.41 -0.52 0.18
O 1.76 3.01 -0.05
C 1.74 1.76 0.05
N 1.31 0.98 1.01
C 0.53 1.66 2.03
C -0.54 0.75 2.58
C -1.93 1.30 2.60
C -3.00 0.57 3.42
C -2.58 -0.84 3.65
C -1.33 -1.25 3.40
N -0.26 -0.45 2.93
C 2.27 0.99 -1.16
C 3.10 1.63 -2.07
C 3.53 0.95 -3.19
C 3.10 -0.36 -3.39
C 2.26 -0.92 -2.44
N 1.85 -0.27 -1.35
H 0.05 2.55 1.61
H 1.14 2.02 2.87
H -1.90 2.37 2.82
H -3.31 1.06 4.35
H -3.30 -1.57 3.99
H -1.06 -2.28 3.57
H 3.36 2.66 -1.86
H 4.19 1.43 -3.91
H 3.40 -0.94 -4.25
H 1.88 -1.93 -2.57
C -4.70 -4.20 1.07
C -3.32 -4.15 1.21
C -2.63 -2.99 0.87
C -3.28 -1.84 0.40
C -4.67 -1.94 0.26
C -5.37 -3.09 0.59
Si -2.22 -0.28 -0.02
C -2.81 1.09 1.29
C -4.00 0.76 2.25
C -4.98 1.87 2.44
C -4.90 3.03 1.78
C -3.85 3.30 0.80
C -2.90 2.39 0.56
C -3.14 0.32 -1.61
C -4.43 0.86 -1.66
C -5.04 1.18 -2.86
C -4.38 0.96 -4.07
C -3.10 0.44 -4.05
C -2.50 0.12 -2.83
H -5.24 -5.10 1.34
H -2.77 -5.01 1.58
H -1.55 -2.97 0.98
H -5.22 -1.09 -0.13
H -6.45 -3.11 0.47
H -4.55 -0.16 2.01
H -5.80 1.71 3.14
H -5.65 3.80 1.96
H -3.86 4.23 0.26
H -2.12 2.61 -0.17
H -4.96 1.08 -0.74
H -6.04 1.61 -2.86
H -4.86 1.21 -5.01
H -2.56 0.27 -4.98
H -1.49 -0.28 -2.84
```



# C30H26AgGeN2O3

A structure of composition C30H26AgGeN2O3 (the ωB97M-V functional and the def2-TZVPD basis, OMol25).

For the HOMO energy (spin up / spin down), the calculation gives -6.720 / -8.222 eV. As for the multiplicity: 2. Its total charge is 0. The LUMO energy (spin up / spin down) is 0.009 / -0.033 hartree. As for the expectation value of S²: 0.7552. The calculation puts the electronic energy at -101169.3696 eV. For the HOMO-LUMO gap (spin up / spin down), the calculation gives 6.977 / 7.313 eV.

The geometry in XYZ format:
```
63
C30H26AgGeN2O3 the ωB97M-V functional and the def2-TZVPD basis
Ag -0.06 -0.71 1.57
O 0.35 -0.16 3.97
C 1.66 -0.26 4.48
C 2.66 -0.36 3.34
C 4.01 -0.26 3.65
C 4.94 -0.40 2.64
C 4.50 -0.64 1.34
C 3.14 -0.71 1.12
N 2.23 -0.57 2.10
H -0.29 -0.35 4.67
H 1.78 -1.14 5.11
H 1.92 0.62 5.08
H 4.31 -0.08 4.67
H 6.00 -0.32 2.86
H 5.19 -0.76 0.52
H 2.76 -0.92 0.13
O -4.20 -1.65 2.04
C -3.08 -1.16 1.87
O -1.97 -1.79 1.75
C -3.03 0.38 1.82
C -4.22 1.09 1.78
C -4.17 2.47 1.66
C -2.93 3.10 1.59
C -1.79 2.32 1.66
N -1.84 0.98 1.77
H -5.14 0.54 1.82
H -5.08 3.05 1.61
H -2.84 4.17 1.49
H -0.80 2.76 1.60
C -4.55 -1.13 -2.44
C -3.53 -2.02 -2.78
C -2.23 -1.78 -2.37
C -1.92 -0.63 -1.63
C -2.95 0.25 -1.29
C -4.26 0.00 -1.69
Ge -0.13 -0.31 -0.97
C 0.46 1.45 -1.55
C -0.29 2.19 -2.47
C 0.14 3.45 -2.88
C 1.31 3.99 -2.36
C 2.06 3.27 -1.44
C 1.63 2.01 -1.04
C 1.10 -1.67 -1.66
C 0.98 -2.98 -1.18
C 1.87 -3.96 -1.58
C 2.90 -3.65 -2.47
C 3.03 -2.35 -2.95
C 2.13 -1.36 -2.55
H -5.57 -1.34 -2.74
H -3.76 -2.91 -3.35
H -1.44 -2.48 -2.64
H -2.74 1.13 -0.70
H -5.05 0.69 -1.41
H -1.20 1.77 -2.89
H -0.45 4.01 -3.60
H 1.63 4.98 -2.68
H 2.97 3.69 -1.04
H 2.23 1.47 -0.31
H 0.19 -3.23 -0.48
H 1.77 -4.97 -1.20
H 3.60 -4.41 -2.78
H 3.82 -2.10 -3.65
H 2.24 -0.35 -2.93
```



# C30H26AuN4O5STe

A structure of composition C30H26AuN4O5STe (the ωB97M-V functional and the def2-TZVPD basis, OMol25).

For the HOMO energy, the calculation gives -8.953 eV. The energy above the lowest of the compared OMol25 structures with the same formula, charge and spin comes out at 334.53 kJ/mol. As for the multiplicity: 1. Its total charge is +1. The LUMO energy is -0.266 hartree. The calculation puts the electronic energy at -69538.2991 eV. For the HOMO-LUMO gap, the calculation gives 1.726 eV.

The geometry in XYZ format:
```
68
C30H26AuN4O5STe the ωB97M-V functional and the def2-TZVPD basis
Au -0.75 0.30 0.10
C 6.42 1.09 -4.32
O 6.76 -0.28 -4.19
C 6.58 -0.92 -3.03
C 6.03 -0.36 -1.87
C 5.83 -1.14 -0.76
C 6.16 -2.51 -0.78
C 6.77 -3.06 -1.93
C 6.97 -2.27 -3.03
N 5.94 -3.32 0.29
N 5.20 -3.13 1.25
C 4.01 -2.56 1.40
C 3.64 -2.07 2.67
C 2.53 -1.32 2.85
C 1.65 -0.97 1.78
O 0.72 -0.15 1.93
C 1.91 -1.65 0.50
N 0.99 -1.51 -0.46
C 1.13 -2.14 -1.60
C 2.19 -3.01 -1.85
C 3.14 -3.19 -0.88
C 3.04 -2.47 0.33
H 6.65 1.34 -5.36
H 7.03 1.71 -3.66
H 5.36 1.27 -4.14
H 5.78 0.69 -1.82
H 5.45 -0.71 0.15
H 7.02 -4.11 -1.94
H 7.41 -2.67 -3.93
H 4.32 -2.25 3.49
H 2.29 -0.91 3.82
H 0.35 -1.98 -2.34
H 2.24 -3.55 -2.79
H 3.93 -3.91 -1.03
N -0.07 2.12 -1.19
C -0.76 2.13 -2.44
C -1.05 0.91 -3.04
C -1.73 0.86 -4.25
C -2.10 2.05 -4.82
C -1.85 3.27 -4.26
C -1.17 3.31 -3.05
S -3.00 1.93 -6.45
O -3.44 3.28 -6.65
O -1.88 1.47 -7.25
O -3.99 0.94 -6.10
H -0.14 3.02 -0.73
H 0.92 1.92 -1.33
H -0.76 0.00 -2.53
H -1.97 -0.07 -4.73
H -2.17 4.18 -4.75
H -0.96 4.26 -2.58
C -4.16 -1.31 0.85
Te -2.19 -1.91 0.20
C -1.92 -2.23 2.32
C -3.29 -2.51 2.85
C -3.49 -3.18 4.05
C -4.77 -3.42 4.51
C -5.87 -3.01 3.76
C -5.68 -2.34 2.57
C -4.39 -2.08 2.12
H -4.92 -1.53 0.10
H -4.15 -0.24 1.05
H -1.50 -1.32 2.75
H -1.23 -3.05 2.48
H -2.63 -3.51 4.63
H -4.92 -3.95 5.44
H -6.87 -3.22 4.11
H -6.52 -2.02 1.98
```



# C30H26BCl2N4O5SeTi

A structure of composition C30H26BCl2N4O5SeTi (the ωB97M-V functional and the def2-TZVPD basis, OMol25).

For the HOMO energy, the calculation gives -11.410 eV. The energy above the lowest of the compared OMol25 structures with the same formula, charge and spin comes out at 8.17 kJ/mol. As for the multiplicity: 1. Its total charge is +1. The LUMO energy is -0.145 hartree. The calculation puts the electronic energy at -161911.2931 eV. For the HOMO-LUMO gap, the calculation gives 7.458 eV.

The geometry in XYZ format:
```
70
C30H26BCl2N4O5SeTi the ωB97M-V functional and the def2-TZVPD basis
Ti -0.15 -0.02 1.00
Cl -1.60 1.58 3.10
C -1.37 3.06 2.20
C -1.18 4.23 2.88
C -0.97 5.39 2.15
C -0.93 5.34 0.77
C -1.11 4.14 0.10
Cl -0.95 4.17 -1.62
C -1.37 2.96 0.80
N -1.59 1.66 0.24
C -2.40 1.55 -1.00
C -3.75 1.82 -0.81
C -4.66 1.68 -1.84
C -4.21 1.24 -3.07
C -2.87 0.96 -3.25
C -1.93 1.11 -2.23
C -0.49 0.91 -2.63
C 0.46 0.12 -1.77
O 1.63 0.03 -1.96
O -0.16 -0.54 -0.72
H -1.19 4.24 3.96
H -0.82 6.34 2.66
H -0.75 6.23 0.19
H -2.22 1.20 0.90
H -4.09 2.15 0.17
H -5.71 1.89 -1.68
H -4.90 1.10 -3.89
H -2.52 0.62 -4.22
H 0.01 1.87 -2.80
H -0.47 0.40 -3.60
B -3.39 -2.84 -0.11
C -2.68 -1.68 0.66
N -2.02 -0.89 1.21
H -4.44 -2.44 -0.53
H -2.59 -3.09 -0.98
H -3.49 -3.75 0.69
C 2.78 -3.39 1.51
N 1.38 -3.70 1.25
C 0.31 -3.08 1.78
Se 0.31 -1.66 3.02
N -0.79 -3.63 1.25
C -0.44 -4.62 0.34
C -1.21 -5.44 -0.48
C -0.51 -6.32 -1.28
C 0.90 -6.37 -1.28
C 1.65 -5.54 -0.48
C 0.95 -4.66 0.34
H 2.85 -2.87 2.46
H 3.18 -2.77 0.71
H 3.33 -4.33 1.57
H -1.73 -3.35 1.48
H -2.29 -5.39 -0.48
H -1.05 -6.98 -1.94
H 1.40 -7.07 -1.94
H 2.73 -5.57 -0.49
O 1.92 3.39 -0.16
C 3.15 2.95 0.18
C 4.31 3.65 -0.10
C 5.54 3.12 0.22
C 5.65 1.86 0.82
C 4.50 1.15 1.08
C 3.25 1.69 0.79
C 2.05 0.90 1.08
O 1.95 -0.32 0.85
O 0.97 1.46 1.55
H 1.99 4.23 -0.64
H 4.24 4.62 -0.59
H 6.44 3.68 0.00
H 6.62 1.45 1.06
H 4.55 0.17 1.54
```



# C30H26BrN10O5S5Ta

A structure of composition C30H26BrN10O5S5Ta (the ωB97M-V functional and the def2-TZVPD basis, OMol25).

For the HOMO energy, the calculation gives -12.022 eV. The energy above the lowest of the compared OMol25 structures with the same formula, charge and spin comes out at 44.11 kJ/mol. As for the multiplicity: 1. Its total charge is +2. The LUMO energy is -0.220 hartree. The calculation puts the electronic energy at -182432.1341 eV. For the HOMO-LUMO gap, the calculation gives 6.041 eV.

The geometry in XYZ format:
```
78
C30H26BrN10O5S5Ta the ωB97M-V functional and the def2-TZVPD basis
Ta 0.45 0.82 -0.04
O 7.20 -2.58 -1.36
N 6.61 -1.68 -1.91
O 7.08 -0.89 -2.69
C 5.17 -1.55 -1.61
C 4.51 -2.69 -1.34
C 3.10 -2.66 -1.08
C 2.32 -3.81 -0.83
C 0.98 -3.67 -0.61
C 0.41 -2.39 -0.58
N 1.14 -1.30 -0.78
C 2.46 -1.44 -1.06
C 3.17 -0.23 -1.36
N 2.42 0.91 -1.35
C 3.03 2.05 -1.62
C 4.40 2.12 -1.92
C 5.15 0.98 -1.93
C 4.53 -0.26 -1.66
H 5.05 -3.63 -1.32
H 2.79 -4.79 -0.83
H 0.34 -4.52 -0.44
H -0.65 -2.25 -0.40
H 2.42 2.95 -1.61
H 4.84 3.08 -2.13
H 6.21 1.02 -2.15
C -5.16 1.04 -0.11
N -3.88 1.07 0.59
C -3.88 1.16 2.05
C -2.72 0.91 -0.05
N -1.58 0.69 0.55
N -2.75 1.05 -1.43
C -1.81 0.53 -2.28
N -2.21 0.35 -3.54
N -0.61 0.25 -1.87
H -5.94 0.83 0.62
H -5.19 0.24 -0.85
H -5.39 2.01 -0.57
H -4.81 1.63 2.36
H -3.06 1.79 2.38
H -3.82 0.17 2.51
H -1.68 0.45 1.53
H -3.62 1.35 -1.83
H -3.18 0.42 -3.81
H -1.57 0.02 -4.24
H -0.04 -0.21 -2.57
O 0.47 7.87 0.69
C 0.45 6.69 0.57
S 0.81 5.55 1.91
C 0.56 4.12 0.96
C 0.21 4.26 -0.32
S -0.04 2.86 -1.32
S 0.03 5.86 -0.97
S 0.82 2.55 1.65
Br -0.16 -3.03 3.16
C 1.63 -2.50 3.49
C 2.34 -3.27 4.38
C 3.65 -2.94 4.70
C 4.26 -1.83 4.12
C 3.55 -1.07 3.21
C 2.22 -1.39 2.89
C 1.57 -0.53 1.92
O 0.30 -0.44 1.75
O 2.23 0.21 1.12
H 1.87 -4.13 4.84
H 4.20 -3.55 5.41
H 5.28 -1.56 4.37
H 3.99 -0.20 2.75
S -3.49 -2.16 -1.10
C -3.47 -3.84 -1.07
N -4.67 -4.50 -0.93
C -4.81 -5.84 -0.91
C -3.69 -6.61 -1.04
C -2.48 -5.91 -1.17
N -2.36 -4.60 -1.17
H -5.49 -3.90 -0.86
H -5.81 -6.22 -0.80
H -3.74 -7.68 -1.03
H -1.56 -6.47 -1.27
```



# C30H26ClN6ORuSSe2

A structure of composition C30H26ClN6ORuSSe2 (the ωB97M-V functional and the def2-TZVPD basis, OMol25).

For the HOMO energy (spin up / spin down), the calculation gives -12.927 / -13.047 eV. The energy above the lowest of the compared OMol25 structures with the same formula, charge and spin comes out at 10.38 kJ/mol. As for the multiplicity: 2. Its total charge is +2. The LUMO energy (spin up / spin down) is -0.209 / -0.233 hartree. As for the expectation value of S²: 0.7567. The calculation puts the electronic energy at -199141.6096 eV. For the HOMO-LUMO gap (spin up / spin down), the calculation gives 7.233 / 6.698 eV.

The geometry in XYZ format:
```
68
C30H26ClN6ORuSSe2 the ωB97M-V functional and the def2-TZVPD basis
Ru -0.04 0.36 -0.27
Cl -6.78 -2.37 -0.54
C -5.27 -1.55 -0.74
C -4.96 -0.94 -1.96
C -3.76 -0.29 -2.12
C -2.81 -0.24 -1.09
O -1.69 0.44 -1.32
C -3.13 -0.85 0.14
C -2.28 -0.80 1.29
N -1.06 -0.38 1.35
C -0.41 -0.42 2.64
C -0.59 -1.43 3.53
C 0.05 -1.38 4.80
C 0.84 -0.33 5.13
C 1.06 0.72 4.21
C 1.88 1.85 4.47
C 2.03 2.80 3.50
C 1.41 2.61 2.25
N 0.65 1.58 1.97
C 0.45 0.66 2.94
C -4.37 -1.49 0.30
H -5.68 -0.98 -2.77
H -3.53 0.20 -3.05
H -2.73 -1.14 2.22
H -1.21 -2.29 3.29
H -0.10 -2.19 5.49
H 1.32 -0.28 6.11
H 2.36 1.95 5.43
H 2.64 3.68 3.67
H 1.56 3.34 1.46
H -4.62 -1.95 1.25
Se 0.89 1.59 -2.33
Se 2.91 2.26 -1.39
C 3.12 0.86 -0.10
C 4.42 0.73 0.38
C 4.69 -0.25 1.32
C 3.67 -1.10 1.71
C 2.41 -0.91 1.17
N 2.12 0.07 0.29
C -0.26 2.94 -1.58
C -0.74 4.05 -2.24
C -1.65 4.84 -1.55
C -2.03 4.48 -0.26
C -1.48 3.34 0.31
N -0.61 2.59 -0.35
H 5.20 1.38 0.01
H 5.69 -0.37 1.71
H 3.83 -1.89 2.42
H 1.60 -1.57 1.44
H -0.43 4.29 -3.25
H -2.07 5.73 -2.01
H -2.74 5.08 0.30
H -1.74 3.02 1.31
C 1.87 -4.04 -2.34
N 1.10 -3.00 -3.00
C 1.04 -2.91 -4.47
C 0.07 -1.73 -4.70
N -0.16 -1.24 -3.34
C 0.38 -2.06 -2.43
S 0.05 -1.93 -0.74
H 2.87 -4.08 -2.79
H 1.39 -5.00 -2.47
H 1.96 -3.81 -1.29
H 0.67 -3.85 -4.88
H 2.03 -2.72 -4.87
H -0.86 -2.05 -5.16
H 0.52 -0.95 -5.32
H -0.96 -0.68 -3.07
```